(1)
13
Properties=species:S:1:pos:R:3 method="wB97M-V/def2-TZVPD" total_charge=0 e_above_lowest_ev=1.676 homo_ev=-8.79 e_lumo_ev=-0.20
C 2.71826 0.24810 -0.08014
S 1.33481 -0.88469 -0.20169
C -0.04372 0.17387 -0.22658
S -0.00017 1.80534 -0.20394
C -1.30435 -0.62860 -0.26794
C -2.49410 -0.18132 0.52441
O -2.43026 -0.02751 -0.88347
H 3.62379 -0.40196 -0.03825
H 2.62311 0.84292 0.82113
H 2.74802 0.88209 -0.93651
H -1.19638 -1.67436 -0.47221
H -3.19548 -0.91975 0.89495
H -2.38353 0.76586 1.07025

(2)
72
Properties=species:S:1:pos:R:3 method="wB97M-V/def2-TZVPD" total_charge=+2 e_above_lowest_ev=0.000 spin_multiplicity=3 homo_ev="-14.01 / -14.01" e_lumo_ev="-6.71 / -12.12"
Ag 2.42870 3.47487 1.83473
C 0.94302 -0.60996 0.04360
C 0.89929 0.89122 0.11922
C -0.57899 1.35781 0.08211
O 1.64883 1.38442 1.19766
H 0.38240 -0.97491 0.90419
H 1.94074 -1.04216 0.12014
H 0.38540 -1.00676 -0.80475
H 1.34561 1.21290 -0.82175
H -1.08642 1.11736 1.01634
H -1.11554 0.83802 -0.71164
H -0.63189 2.42701 -0.12310
C -2.65346 2.33182 3.57647
O -1.58441 2.04052 4.37309
H -2.29111 2.39453 2.55037
H -3.54372 1.72772 3.75137
H -2.97591 3.34619 3.81138
H -1.16771 1.21286 4.12224
C -3.80653 2.36408 -1.39997
O -3.20940 3.40997 -2.08036
H -3.76856 2.54089 -0.32507
H -4.79969 2.13190 -1.78446
H -3.23090 1.44153 -1.47521
H -3.07430 3.22627 -3.01289
C 0.58052 -4.21439 0.10648
O -0.50072 -4.95358 -0.46059
H 0.26169 -3.67113 0.99604
H 1.34216 -4.96025 0.33385
H 1.09183 -3.51318 -0.55303
H -1.18750 -4.30605 -0.63562
C 1.18611 -0.91473 4.15617
O 0.36280 0.14562 3.65386
H 2.25527 -0.72430 4.24956
H 0.91323 -1.16258 5.18194
H 1.07561 -1.85045 3.60817
H 0.77737 0.36425 2.81604
C 3.14984 -1.68552 -2.71372
O 3.96399 -2.79669 -3.02756
H 2.32131 -1.85217 -2.02534
H 3.79574 -0.96654 -2.20976
H 2.73715 -1.13524 -3.55928
H 3.53872 -3.33204 -3.70147
C 2.16876 4.36620 -1.34853
O 1.56299 4.58206 -0.04364
H 1.38230 4.24110 -2.09280
H 2.87770 5.13789 -1.64853
H 2.72813 3.43216 -1.40122
H 0.76289 5.10769 -0.11546
C 0.91349 1.38966 -3.63318
O 1.28168 0.94685 -4.89037
H 0.33332 0.66187 -3.06589
H 1.70286 1.72623 -2.96107
H 0.26764 2.26105 -3.74112
H 1.52185 1.68708 -5.45249
C -3.84904 -0.52157 1.36744
O -4.77671 0.04856 2.26234
H -4.14863 -0.50558 0.31954
H -2.84221 -0.11663 1.46944
H -3.81647 -1.57595 1.64187
H -5.17949 0.81826 1.85376
C -2.57914 -2.16040 -1.95351
O -2.68541 -3.28700 -1.03784
H -3.11969 -2.35533 -2.87974
H -3.03634 -1.29822 -1.46800
H -1.55123 -1.92327 -2.22786
H -3.56695 -3.46343 -0.70116
C 4.24862 -2.21197 1.47389
O 4.68952 -2.72647 2.73953
H 4.75397 -1.30064 1.15421
H 4.47445 -2.98990 0.74455
H 3.16010 -2.15805 1.49167
H 4.20051 -3.52124 2.96494

(3)
16
Properties=species:S:1:pos:R:3 method="wB97M-V/def2-TZVPD" total_charge=+1 e_above_lowest_ev=6.432 homo_ev="-13.15 / -12.80" e_lumo_ev="-4.83 / -5.00"
C 0.58078 0.41805 -0.13692
C 1.32286 1.66203 -0.31361
C 0.46438 -1.95404 0.34357
N -3.03939 0.13058 -0.88799
N -2.48207 0.45275 0.09908
N 1.13987 -0.71309 0.05454
N -1.49607 0.54957 0.76742
H 1.03459 2.14799 -1.24468
H 1.04642 2.34669 0.48908
H 2.40686 1.51876 -0.30100
H 0.62532 -2.22774 1.38841
H -0.60371 -1.85214 0.16922
H 0.86462 -2.74948 -0.28348
H -2.59248 -0.03916 -1.79118
H 2.16375 -0.79541 0.03849
H -1.43573 1.10466 1.60905

(4)
21
Properties=species:S:1:pos:R:3 method="wB97M-V/def2-TZVPD" total_charge=+1 e_above_lowest_ev=5.672 homo_ev="-14.21 / -13.84" e_lumo_ev="-4.67 / -5.39"
C -3.30542 -0.01764 -0.66960
C -0.38106 0.57471 0.36861
C 0.74128 -1.27583 0.99493
C 0.78075 -0.75630 -1.40488
C 2.06311 0.73087 0.18449
C 0.85682 -0.11164 -0.00985
N -2.25454 -0.65093 -0.69699
N -0.63657 1.71519 0.85051
H -3.39600 1.09581 -0.56452
H -4.20123 -0.70945 -0.92772
H 0.99764 -1.04632 1.97716
H 1.43215 -2.05673 0.87831
H -0.17126 -1.73529 1.14692
H 0.77392 -0.01989 -2.22524
H -0.13571 -1.31496 -1.61942
H 1.57649 -1.42591 -1.56570
H 2.06447 1.44928 -0.58017
H 1.85497 1.22308 1.12254
H 2.80070 0.05976 0.23052
H 0.11849 2.28703 1.25918
H -1.57901 1.98515 1.25092

Please write out number 1 again, unchanged.
13
Properties=species:S:1:pos:R:3 method="wB97M-V/def2-TZVPD" total_charge=0 e_above_lowest_ev=1.676 homo_ev=-8.79 e_lumo_ev=-0.20
C 2.71826 0.24810 -0.08014
S 1.33481 -0.88469 -0.20169
C -0.04372 0.17387 -0.22658
S -0.00017 1.80534 -0.20394
C -1.30435 -0.62860 -0.26794
C -2.49410 -0.18132 0.52441
O -2.43026 -0.02751 -0.88347
H 3.62379 -0.40196 -0.03825
H 2.62311 0.84292 0.82113
H 2.74802 0.88209 -0.93651
H -1.19638 -1.67436 -0.47221
H -3.19548 -0.91975 0.89495
H -2.38353 0.76586 1.07025